Record 1
Computed, not measured: a molecular structure, C21H10BCl5CrF5N6O, with ωB97M-V/def2-TZVPD.

Properties
Multiplicity: 2
Molar mass: 697.41 g/mol
HOMO level (spin up / spin down): -8.43 / -8.42 eV
Energy relative to the best compared isomer or geometry (same formula, charge and spin): 0.0 kJ/mol
⟨S²⟩: 0.76
Energy: -5079.72717 Eh
Kohn-Sham gap (spin up / spin down): 7.10 / 7.61 eV

Geometry as XYZ:
```
50
C21H10BCl5CrF5N6O ωB97M-V/def2-TZVPD
Cr -0.082 -0.006 0.088
C -0.500 0.742 4.217
C -0.660 1.114 2.887
N -0.235 0.135 2.086
N 0.187 -0.871 2.873
C 0.041 -0.532 4.158
B 0.678 -2.187 2.239
N 1.840 -1.841 1.287
C 3.093 -2.308 1.231
C 3.744 -1.685 0.180
C 2.791 -0.828 -0.366
N 1.652 -0.930 0.315
N -0.485 -2.690 1.359
C -1.138 -3.860 1.348
C -2.092 -3.814 0.347
C -1.948 -2.547 -0.216
N -0.978 -1.881 0.406
H -0.739 1.316 5.094
H -1.027 2.041 2.476
H 0.331 -1.203 4.949
H 0.995 -2.988 3.061
H 3.447 -3.051 1.925
H 4.761 -1.828 -0.138
H 2.868 -0.153 -1.202
H -0.888 -4.646 2.041
H -2.787 -4.584 0.062
H -2.490 -2.102 -1.036
Cl -4.870 1.231 -5.007
C -3.510 0.746 -4.075
C -3.480 0.983 -2.704
Cl -4.800 1.747 -1.911
C -2.375 0.586 -1.976
Cl -2.226 0.918 -0.283
C -1.254 -0.048 -2.541
O -0.220 -0.368 -1.828
C -1.323 -0.290 -3.928
Cl 0.019 -1.077 -4.654
C -2.420 0.111 -4.679
Cl -2.443 -0.176 -6.370
F 2.246 1.403 1.813
C 1.848 2.245 0.840
C 0.866 1.841 -0.066
C 0.635 2.788 -1.061
F -0.291 2.562 -2.007
C 1.280 4.009 -1.162
F 0.998 4.842 -2.162
C 2.213 4.359 -0.205
F 2.828 5.534 -0.259
C 2.498 3.464 0.809
F 3.404 3.779 1.738
```

Want to see where the charge sits? The Löwdin charges in e are: 0.65, -0.03, -0.11, -0.07, 0.00, -0.04, -0.47, 0.00, -0.05, -0.03, -0.09, -0.05, -0.01, -0.05, -0.03, -0.10, -0.04, 0.10, 0.12, 0.13, 0.12, 0.13, 0.10, 0.13, 0.13, 0.10, 0.12, 0.68, -0.71, -0.69, 0.71, -0.55, 0.89, -0.48, -0.19, -0.60, 0.74, -0.69, 0.70, 0.08, -0.24, -0.07, -0.22, 0.08, -0.15, 0.12, -0.14, 0.13, -0.15, 0.12


Record 2
Computed, not measured: a molecular structure, C21H11CrF5N2O4S2Se, with ωB97M-V/def2-TZVPD.

Properties
Multiplicity: 4
Molar mass: 645.41 g/mol
HOMO level (spin up / spin down): -4.59 / -4.66 eV
⟨S²⟩: 3.79
Energy: -5959.13833 Eh
Kohn-Sham gap (spin up / spin down): 5.90 / 5.87 eV
Net charge: -1

Geometry as XYZ:
```
47
C21H11CrF5N2O4S2Se ωB97M-V/def2-TZVPD
Cr -0.354 -0.884 -0.213
F -0.259 6.721 0.210
C -0.498 5.432 -0.060
C 0.193 4.433 0.590
F 1.116 4.757 1.505
C -0.057 3.102 0.302
F 0.671 2.205 0.972
C -1.008 2.692 -0.633
S -1.463 1.064 -1.077
C -1.677 3.742 -1.274
F -2.600 3.472 -2.204
C -1.439 5.073 -1.001
F -2.121 6.028 -1.651
O 0.067 -1.409 3.667
C -0.666 -1.339 2.695
O -0.351 -0.614 1.650
C -1.996 -2.043 2.694
C -2.483 -2.387 3.960
C -3.688 -3.035 4.132
C -4.430 -3.379 3.004
C -3.960 -3.060 1.747
C -2.746 -2.375 1.552
S -2.333 -2.079 -0.133
H -1.867 -2.123 4.811
H -4.049 -3.274 5.125
H -5.375 -3.900 3.106
H -4.525 -3.332 0.862
C 1.064 -3.957 -2.228
C 0.596 -2.776 -1.429
O 0.045 -1.788 -2.013
O 0.720 -2.762 -0.175
H 1.207 -3.677 -3.269
H 0.295 -4.729 -2.166
H 1.982 -4.355 -1.800
Se 2.384 -0.504 1.283
N 1.495 -0.162 -0.215
C 2.326 0.371 -1.101
C 1.971 0.798 -2.412
C 2.941 1.352 -3.184
C 4.287 1.495 -2.718
C 4.660 1.092 -1.477
C 3.677 0.515 -0.620
N 3.897 0.091 0.616
H 0.952 0.679 -2.751
H 2.693 1.700 -4.179
H 5.027 1.933 -3.376
H 5.679 1.194 -1.127
```

Want to see where the charge sits? The Löwdin charges in e are: 0.38, 0.11, -0.16, -0.15, 0.11, -0.22, 0.08, -0.49, 0.72, -0.26, 0.07, -0.15, 0.10, 0.04, -0.56, -0.27, -0.13, -0.04, -0.11, -0.11, -0.14, -0.55, 0.69, 0.11, 0.09, 0.09, 0.09, 0.02, -0.70, -0.13, -0.09, 0.08, 0.09, 0.08, 1.33, -0.32, -0.31, -0.01, -0.07, -0.09, -0.03, -0.38, -0.22, 0.09, 0.10, 0.10, 0.11


Number 1: strongest force on any atom 1.34 eV/Å. Number 2: strongest force on any atom 1.35 eV/Å.